(1)
Here is a molecular structure, C28H44BaBrN3P2S from OMol25. Energies are from ωB97M-V/def2-TZVPD.

## Properties
- Net charge: +2
- Strongest force on any atom: 2.57 eV Å⁻¹
- Kohn-Sham gap: 7.583 eV
- HOMO: -13.3 eV
- LUMO level: -5.739 eV

```
80
Properties=species:S:1:pos:R:3:forces:R:3:lowdin_charge:R:1
C 1.925 3.597 -0.282 -0.328 0.353 -0.581 -0.017
C 0.928 2.926 -1.023 0.974 -0.337 -0.420 -0.243
C 1.026 2.837 -2.428 0.084 0.743 0.328 -0.013
C 2.052 3.558 -3.049 -0.162 -0.439 0.607 -0.101
N 2.959 4.234 -2.340 0.213 0.408 -0.212 0.086
C 2.909 4.285 -1.006 -0.408 -0.648 -0.013 -0.107
C -0.204 2.349 -0.383 -2.216 -0.091 0.938 -0.079
C -1.263 2.000 0.134 1.891 1.211 -1.242 -0.202
C -2.585 2.048 0.663 -0.771 -0.668 0.455 -0.263
C -3.305 0.982 1.265 -0.088 0.224 -0.157 -0.064
C -4.629 1.212 1.657 -0.014 0.603 -0.084 -0.098
C -5.195 2.491 1.461 0.456 0.327 -0.244 -0.672
C -4.475 3.553 0.875 0.353 -0.598 0.121 -0.084
C -3.169 3.311 0.485 0.081 -0.293 0.036 -0.006
Ba 0.090 -0.161 1.078 0.094 0.019 0.686 1.405
P 2.622 -0.631 -0.336 -1.927 0.040 0.667 0.745
H 0.268 2.316 -3.014 0.188 0.125 0.190 0.123
H 1.884 3.664 0.806 -0.069 -0.024 -0.316 0.123
H 2.119 3.568 -4.144 0.193 0.102 0.498 0.127
H 3.664 4.880 -0.475 -0.272 -0.287 -0.430 0.126
H -2.519 4.049 0.012 -0.578 0.067 0.192 0.137
H -2.887 -0.042 1.416 -0.261 0.932 -0.242 0.072
H -4.872 4.552 0.709 -0.295 -0.363 0.202 0.120
H -5.252 0.433 2.111 0.362 0.270 -0.213 0.115
C 2.967 -2.379 0.164 0.032 0.588 -0.476 -0.403
C 4.095 -2.949 -0.697 0.114 -0.724 0.586 -0.140
H 2.004 -2.931 0.011 0.801 0.307 0.177 0.064
H 3.185 -2.380 1.255 -0.044 -0.082 -0.639 0.091
H 4.259 -3.983 -0.361 0.254 0.212 -0.401 0.086
H 3.825 -2.957 -1.764 0.146 -0.002 0.388 0.077
H 5.022 -2.371 -0.547 -0.343 -0.347 -0.166 0.069
C 2.677 -0.355 -2.133 0.121 0.244 0.479 -0.402
C 4.061 0.098 -2.571 -0.169 -0.159 -0.954 -0.134
H 1.913 0.436 -2.311 0.543 -0.572 -0.045 0.052
H 2.312 -1.283 -2.611 0.328 0.406 0.089 0.077
H 4.002 0.233 -3.658 0.490 0.128 0.170 0.086
H 4.343 1.057 -2.110 -0.060 -0.354 -0.157 0.075
H 4.809 -0.674 -2.342 -0.129 0.366 -0.160 0.070
C 3.624 0.577 0.619 0.034 -0.672 -0.257 -0.415
C 5.070 0.109 0.763 0.255 0.866 0.310 -0.136
H 3.128 0.675 1.618 0.388 -0.016 -0.518 0.065
H 3.515 1.553 0.114 0.189 -0.400 0.194 0.061
H 5.605 0.898 1.309 0.247 -0.423 -0.108 0.085
H 5.136 -0.828 1.331 0.038 0.265 -0.202 0.077
H 5.533 -0.012 -0.228 -0.067 -0.001 0.450 0.069
Br -6.957 2.858 1.989 -0.041 -0.217 0.061 0.828
P -1.408 -1.563 -1.179 0.824 0.394 1.333 0.807
C -0.336 -2.554 -2.301 -0.414 0.203 0.422 -0.410
C -1.042 -3.773 -2.883 0.591 -0.043 -0.561 -0.135
H 0.548 -2.840 -1.683 -0.567 0.110 -0.493 0.055
H 0.021 -1.843 -3.067 -0.098 -0.365 0.160 0.080
H -0.313 -4.264 -3.540 -0.412 -0.227 0.063 0.086
H -1.344 -4.476 -2.097 0.034 0.163 -0.264 0.076
H -1.911 -3.473 -3.486 0.283 -0.244 0.230 0.067
C -2.450 -2.698 -0.130 0.184 0.465 -0.526 -0.408
C -3.760 -3.096 -0.810 -0.088 -0.522 0.513 -0.138
H -2.637 -2.147 0.822 0.039 -0.454 -0.550 0.039
H -1.818 -3.569 0.132 -0.318 0.339 -0.121 0.090
H -4.294 -3.760 -0.116 -0.145 0.146 -0.389 0.085
H -4.392 -2.220 -1.015 0.171 -0.286 0.010 0.075
H -3.566 -3.646 -1.743 -0.192 0.233 0.340 0.067
C -2.462 -0.373 -2.090 0.382 -0.496 -0.094 -0.406
C -2.936 -0.910 -3.436 -0.568 0.676 0.083 -0.133
H -1.819 0.522 -2.196 -0.398 -0.311 -0.114 0.059
H -3.286 -0.090 -1.416 0.168 -0.104 -0.261 0.078
H -3.536 -0.111 -3.887 0.053 -0.352 -0.297 0.085
H -2.092 -1.140 -4.094 -0.229 -0.017 0.073 0.074
H -3.574 -1.792 -3.299 0.213 0.222 -0.197 0.067
S -0.100 -2.117 3.208 -0.246 0.801 0.846 0.471
C -0.396 -0.675 4.129 -0.338 -0.891 1.385 -0.915
N 0.502 0.014 4.843 1.261 -0.395 -0.644 0.021
C -0.055 0.864 5.869 -0.484 0.789 0.424 -0.106
C -1.574 0.742 5.593 0.295 0.860 0.468 -0.105
N -1.592 -0.183 4.485 -0.697 -0.606 -0.964 0.026
H 1.486 -0.200 4.805 -0.086 -0.251 0.078 0.150
H 0.289 1.896 5.755 0.001 -0.179 0.044 0.127
H 0.193 0.533 6.883 0.120 -0.117 -0.308 0.135
H -2.003 1.710 5.316 -0.008 -0.210 -0.001 0.127
H -2.109 0.372 6.472 0.002 -0.140 -0.291 0.135
H -2.453 -0.548 4.118 0.035 -0.277 0.023 0.143
```
Forces are in eV/Å.

=====

(2)
Here is C2H7N3S in the gas phase from OMol25. Energies are from ωB97M-V/def2-TZVPD.

## Properties
- Strongest force on any atom: 2.05 eV Å⁻¹
- Kohn-Sham gap: 9.361 eV
- HOMO: -8.4 eV
- LUMO level: 0.937 eV
- SMILES string: C/C(=N/S)NN

```
13
Properties=species:S:1:pos:R:3:forces:R:3:lowdin_charge:R:1
C 1.472 -1.170 -0.080 -0.655 0.502 1.155 -0.028
C 0.111 -0.494 0.009 0.378 -0.420 -0.203 -0.536
N -0.916 -1.200 -0.273 -0.087 0.364 0.091 -0.333
S -2.493 -0.600 0.020 -0.139 -0.888 -1.041 0.709
N 0.144 0.831 0.450 -0.027 0.304 -0.425 -0.067
N -0.520 1.849 -0.328 0.724 -0.060 1.912 0.018
H 2.092 -0.709 -0.829 0.360 0.275 -0.223 0.071
H 1.950 -1.118 0.920 -0.034 0.116 -0.560 0.091
H 1.325 -2.202 -0.303 -0.082 -0.717 -0.251 0.063
H -2.247 0.181 1.032 0.239 0.810 1.011 -0.182
H 1.096 1.117 0.645 -0.261 0.152 -0.050 0.110
H -1.461 1.929 0.011 -0.347 0.070 0.016 0.027
H -0.554 1.586 -1.274 -0.069 -0.507 -1.431 0.055
```
Forces are in eV/Å.

=====

(3)
Here is 2 unconnected molecules or ions with the total composition C4H9N2Se from OMol25. Energies are from ωB97M-V/def2-TZVPD.

## Properties
- Net charge: +1
- Strongest force on any atom: 5.17 eV Å⁻¹
- Kohn-Sham gap (alpha / beta): 7.962 / 6.798 eV
- HOMO (alpha / beta): -13.5 / -13.0 eV
- LUMO level (alpha / beta): -5.533 / -6.202 eV

```
16
Properties=species:S:1:pos:R:3:forces:R:3:lowdin_charge:R:1
C 0.120 -2.065 0.156 -0.425 2.069 0.162 0.000
C 0.137 -0.819 1.072 -3.635 -3.262 -1.706 -0.074
C -0.873 -0.627 -1.106 -0.688 1.310 0.768 -0.120
C 0.892 0.811 -0.465 1.216 1.857 -0.338 -0.003
N -0.511 -1.845 -0.967 0.478 -1.783 0.087 0.099
N -0.300 0.189 0.108 -0.188 0.074 -0.677 -0.146
Se -3.447 -0.017 0.608 1.388 2.507 0.698 0.618
H 0.449 -3.001 0.437 0.683 -1.790 0.511 0.109
H -0.702 -1.052 1.760 0.427 0.533 0.018 0.133
H 1.002 -0.610 1.562 2.469 0.770 1.273 0.105
H -1.076 -0.178 -2.079 -0.136 0.420 0.634 0.151
H 0.656 1.721 -1.049 -0.277 -0.985 -0.367 0.124
H 1.576 1.275 0.279 -0.379 -1.038 -0.063 0.126
H 1.314 -0.043 -1.034 0.514 1.204 0.156 0.128
H -1.012 0.748 0.559 -0.037 0.730 -0.268 0.077
H -4.083 -1.142 0.192 -1.410 -2.616 -0.889 -0.327
```
Forces are in eV/Å.

=====

Question: Number 2 is which compound?
Answer: C2H7N3S